C29H42BCl32FO5 | ωB97M-V/def2-TZVPD

Geometry as XYZ:
```
110
Properties=species:S:1:pos:R:3:forces:R:3
C 4.165080 0.807162 1.424694 0.0 -0.1 0.5
O 3.600967 2.093459 1.716484 0.2 0.1 -0.6
B 2.907574 2.569828 0.606966 -0.3 0.0 0.9
O 3.474947 3.583958 -0.093924 0.2 -0.4 -0.4
C 1.500038 1.932721 0.261622 0.1 0.0 -0.6
C 1.324527 1.360979 -1.005786 -0.3 0.0 0.4
C 0.107769 0.783713 -1.337853 0.4 0.1 -0.3
C -0.948876 0.802275 -0.446523 -0.1 0.0 -0.2
C -0.814106 1.402524 0.814792 0.2 -0.1 -0.2
C 0.431856 1.949099 1.169062 0.0 -0.3 0.4
C 0.630686 2.576543 2.539158 -0.7 0.0 0.2
C 0.197673 4.024242 2.400461 0.7 -0.9 -0.4
O 0.590744 4.674836 1.493898 -0.1 1.0 -0.3
F -0.650219 4.520489 3.287857 -0.1 0.0 0.4
C -2.018994 1.419959 1.701780 -0.3 0.0 0.1
O -2.069762 1.980542 2.779260 0.2 0.1 0.1
C -3.256263 0.750336 1.227380 -0.1 -0.2 -0.3
C -3.376553 0.182946 0.029119 -0.1 0.6 0.1
C -2.226103 0.158397 -0.900208 -0.2 -0.1 0.1
O -2.319405 -0.387483 -1.976054 0.1 0.0 -0.2
H 3.409563 0.015978 1.453049 -0.1 0.1 -0.2
H 4.890250 0.584522 2.204845 0.1 0.1 -0.1
H 4.668237 0.810483 0.453993 0.0 -0.1 0.0
H 3.056952 3.704601 -0.954705 -0.3 0.4 0.2
H 2.144428 1.360945 -1.727160 -0.5 -0.1 0.4
H -0.016630 0.340152 -2.317660 -0.2 -0.1 0.1
H 0.064803 2.063784 3.307070 -0.1 0.1 -0.3
H 1.672183 2.539656 2.856255 0.1 0.2 -0.3
H -4.106899 0.770524 1.898632 0.2 0.1 0.2
H -4.322038 -0.276663 -0.284091 0.8 0.9 -0.2
C -1.131409 1.825336 6.482552 -0.1 0.0 -0.1
Cl 0.342557 2.425695 5.712265 0.0 0.0 0.4
Cl -0.972459 1.750893 8.241371 0.0 0.0 0.0
H -1.946648 2.493780 6.232526 0.1 0.1 0.0
H -1.335384 0.829166 6.108222 0.1 0.0 0.0
C -5.312362 -3.778786 -0.341465 0.0 -0.1 0.1
Cl -5.840942 -3.599363 -2.016209 0.1 -0.3 0.1
Cl -4.632165 -2.260897 0.278761 -0.3 -1.3 0.1
H -6.163828 -4.055636 0.270274 0.0 0.1 0.0
H -4.550010 -4.547410 -0.289930 0.1 0.1 0.0
C 3.644645 1.707659 -4.575458 -0.2 0.1 -0.3
Cl 3.860397 2.323611 -2.930323 0.5 0.2 -0.4
Cl 3.843597 -0.047966 -4.636627 0.1 0.0 0.1
H 2.646394 1.958601 -4.917289 0.0 -0.1 0.1
H 4.393571 2.166018 -5.218258 -0.3 -0.3 0.3
C -8.903493 -2.539373 0.793778 -0.1 0.0 0.1
Cl -8.103398 -1.409193 -0.302885 -0.2 0.0 0.0
Cl -7.891880 -2.898748 2.198545 -0.1 -0.1 0.0
H -9.832196 -2.096482 1.135164 0.1 0.1 0.1
H -9.102059 -3.461367 0.258922 0.1 0.0 0.0
C -8.386204 1.964707 2.130259 0.1 0.1 0.0
Cl -7.049478 0.815621 2.244537 0.1 0.0 0.1
Cl -9.954936 1.146757 2.215530 0.0 0.0 0.0
H -8.312322 2.665314 2.953696 -0.1 -0.1 0.1
H -8.324148 2.489315 1.183060 0.0 -0.1 0.0
C 7.717255 2.701402 -6.012057 0.0 -0.1 -0.1
Cl 8.139480 1.576512 -4.716534 0.1 0.1 0.0
Cl 6.155950 3.471354 -5.701219 0.4 0.4 -0.2
H 8.480084 3.468165 -6.075183 0.0 0.0 0.1
H 7.656061 2.154235 -6.945256 -0.1 0.0 0.0
C -5.640656 -2.475794 5.321260 -0.1 0.1 0.1
Cl -4.849300 -2.018952 3.808685 0.0 0.1 0.0
Cl -5.693231 -4.228086 5.525990 0.0 -0.1 0.0
H -5.091471 -2.043351 6.149346 0.1 -0.1 0.0
H -6.657385 -2.097553 5.309101 0.0 -0.1 -0.1
C -1.271913 6.514845 -0.896287 0.0 0.0 0.2
Cl -1.719702 8.079612 -1.587679 0.0 0.0 0.0
Cl -0.566684 5.439290 -2.109892 0.0 -0.1 0.0
H -0.542503 6.672949 -0.110564 0.1 0.0 -0.1
H -2.161053 6.044862 -0.493288 0.0 0.0 -0.1
C 8.558348 -1.832834 -3.859562 -0.1 0.0 -0.1
Cl 7.332925 -2.944792 -3.242041 0.0 0.0 0.0
Cl 9.816567 -1.511932 -2.656964 0.0 0.1 -0.1
H 9.019132 -2.272835 -4.736123 0.0 -0.1 0.1
H 8.081680 -0.894371 -4.114819 0.0 -0.1 0.1
C 11.185130 -4.214125 -0.588430 0.0 0.0 0.0
Cl 9.955350 -5.320952 0.031586 0.0 0.0 0.0
Cl 12.443516 -3.898609 0.615026 0.1 0.0 0.0
H 11.644948 -4.658334 -1.463355 0.0 -0.1 0.1
H 10.711044 -3.276198 -0.850182 0.0 -0.1 0.1
C -7.064904 -1.363190 -5.121162 0.0 0.1 -0.1
Cl -6.991371 -0.912771 -3.413750 0.0 0.2 -0.2
Cl -6.858692 -3.103894 -5.351301 0.0 0.0 0.0
H -8.031788 -1.071958 -5.514437 0.0 -0.1 0.1
H -6.273555 -0.845558 -5.650109 0.1 -0.1 0.1
C 6.637607 4.204248 1.123066 -0.1 0.0 0.0
Cl 7.334724 5.826392 1.235278 0.0 0.0 0.0
Cl 7.838395 2.953691 1.470008 0.0 -0.1 0.0
H 5.830854 4.117943 1.841010 0.0 0.0 0.0
H 6.256892 4.056913 0.120009 0.1 0.0 0.0
C 13.144558 -7.243899 2.715744 0.0 0.1 -0.1
Cl 11.911569 -8.346826 3.338948 0.0 0.0 -0.1
Cl 14.404932 -6.930298 3.915654 0.0 0.0 0.0
H 13.600738 -7.690129 1.840103 0.0 -0.1 0.1
H 12.671736 -6.304971 2.453115 0.0 0.0 0.1
C 2.452607 -1.813520 -7.417397 0.0 -0.1 0.0
Cl 2.198415 -0.347538 -8.374171 0.0 0.1 0.1
Cl 3.019591 -3.153211 -8.421524 0.0 0.0 0.0
H 3.195648 -1.607883 -6.657379 0.0 0.0 -0.1
H 1.514244 -2.096143 -6.954730 0.0 0.0 -0.1
C -9.406452 1.638223 -1.953659 -0.1 -0.1 0.0
Cl -9.932544 1.840521 -3.627557 0.0 0.0 0.0
Cl -8.720149 3.134737 -1.299823 0.0 0.0 0.0
H -10.261330 1.355560 -1.350246 0.0 0.1 0.0
H -8.650768 0.864119 -1.918106 0.1 0.1 -0.1
C -9.302033 -5.024241 7.395861 0.0 -0.1 0.0
Cl -9.426898 -4.906922 5.637340 0.0 0.0 0.0
Cl -8.410693 -3.659291 8.079958 0.0 0.0 0.1
H -10.300720 -5.031350 7.815927 0.0 0.1 0.0
H -8.782448 -5.941018 7.648335 0.1 0.0 -0.1
```
Positions in Å, forces in eV/Å.

Output
* HOMO level: -9.80 eV
* orbital gap: 8.542 eV
* E_tot: -445105.3980 eV


C29H42Br4Cl3F2N2O4 | ωB97M-V/def2-TZVPD

Geometry as XYZ:
```
86
Properties=species:S:1:pos:R:3:forces:R:3
C -3.155720 -3.245358 -0.073321 0.6 0.5 -0.2
C -3.477567 -1.793006 -0.449341 0.2 -0.9 -0.3
F -4.845293 -1.703556 -0.650671 -0.4 0.1 0.3
C -2.839288 -1.367287 -1.768889 -0.1 0.6 0.2
C -1.555015 -0.553596 -1.703595 0.1 0.0 0.3
N -1.746517 0.750201 -1.122919 0.0 0.1 -0.5
C -0.526572 1.542409 -0.987945 0.0 -0.4 0.8
C 0.718046 0.969545 -1.668414 -0.2 0.5 -0.8
C 0.821277 1.242929 -3.156655 -0.2 0.1 -0.5
C -0.182879 1.892590 -3.878778 0.3 -0.1 -0.1
C -0.045910 2.094779 -5.249851 0.3 -0.1 0.0
C 1.083199 1.655979 -5.931919 0.0 -0.1 0.7
C 2.093293 1.014583 -5.215073 -0.4 0.2 -0.1
C 1.958123 0.816976 -3.845178 0.1 0.0 -0.3
N 0.881382 -0.535927 -1.483533 0.2 -0.5 0.7
C -0.358503 -1.270773 -1.062994 -0.6 -0.1 0.0
Br -0.349398 -1.318563 0.868443 0.0 0.0 -0.1
H -2.248150 -3.559611 -0.586914 0.1 -0.1 0.0
H -2.966374 -3.372624 0.985642 -0.3 -0.1 0.2
H -3.948912 -3.890126 -0.429514 -0.2 -0.1 0.1
H -3.228436 -1.132027 0.374036 0.0 0.3 0.1
H -3.554956 -0.710009 -2.258662 -0.1 0.1 -0.1
H -2.702887 -2.211849 -2.435644 0.0 -0.3 0.0
H -1.259862 -0.397611 -2.744934 0.1 -0.1 -0.2
H -2.245582 0.689165 -0.249285 0.0 0.1 0.1
H -0.298404 1.668765 0.070264 0.1 0.0 0.1
H -0.671036 2.544917 -1.370525 0.1 0.2 -0.2
H 1.572604 1.423567 -1.179995 0.2 -0.1 0.1
H -1.083935 2.241107 -3.401913 -0.1 0.0 0.2
H -0.821763 2.599779 -5.801274 -0.2 0.1 0.0
H 1.167839 1.812056 -6.993115 0.1 0.0 -0.2
H 2.977134 0.677540 -5.731299 0.2 -0.1 0.0
H 2.779501 0.328756 -3.332055 0.1 0.0 0.2
H 1.230137 -0.971759 -2.340236 0.0 0.3 -0.3
H 1.598793 -0.703643 -0.776039 0.0 -0.1 0.0
H -0.318324 -2.297241 -1.402530 0.4 -0.2 -0.1
F 2.297675 3.845494 3.693725 0.0 0.0 -0.1
C 1.728659 2.728222 4.191752 -0.1 -0.2 0.1
C 1.806472 2.480768 5.547198 0.1 0.1 0.1
C 1.227367 1.327020 6.052574 0.0 0.0 -0.1
C 0.584388 0.436926 5.203920 0.0 -0.1 0.0
C 0.520508 0.705024 3.844832 0.1 0.0 0.1
C 1.094123 1.858527 3.326865 0.0 0.0 -0.2
H 2.321263 3.180361 6.191617 0.0 0.0 0.0
H 1.283703 1.120554 7.112062 0.0 0.0 0.0
H 0.139007 -0.464427 5.602373 0.0 0.0 0.0
H 0.024416 0.011769 3.178833 0.0 0.1 0.1
H 1.053818 2.088030 2.268569 0.0 0.0 0.0
C -9.926386 -1.666918 -2.545787 -0.1 -0.1 0.0
O -9.769814 -2.740710 -3.458361 0.2 0.1 0.0
C -9.489966 -2.324922 -4.784436 -0.1 -0.2 0.1
C -8.012143 -2.389477 -5.108298 0.1 0.2 -0.1
O -7.241645 -1.498598 -4.314119 -0.1 -0.1 0.1
C -6.647724 -2.114002 -3.186566 0.0 0.0 -0.1
H -9.816303 -2.069937 -1.540066 0.0 0.0 0.0
H -9.174017 -0.890720 -2.698847 0.0 0.0 0.0
H -10.924764 -1.228045 -2.641108 0.0 0.1 0.0
H -9.875268 -1.315859 -4.959995 0.0 0.0 0.0
H -10.019647 -3.007971 -5.454772 0.0 0.0 0.0
H -7.871171 -2.094374 -6.152170 0.0 0.0 0.0
H -7.643855 -3.414130 -4.996012 0.0 0.0 0.0
H -5.742728 -2.660269 -3.484732 0.0 0.0 0.0
H -7.330972 -2.803467 -2.687033 0.0 0.0 0.0
H -6.371114 -1.330259 -2.487532 0.0 0.1 0.0
O 4.968283 0.691267 5.894409 0.0 -0.2 0.0
C 5.593231 0.990215 4.915836 0.0 0.2 0.1
O 6.664805 0.289543 4.492327 -0.1 0.0 0.0
C 7.259898 0.938747 3.349790 0.1 0.0 -0.2
C 6.147066 1.785318 2.752350 -0.1 0.1 0.0
C 5.339724 2.163299 3.993012 0.2 -0.3 -0.4
H 8.102607 1.539139 3.693214 0.0 0.0 0.0
H 7.627516 0.178171 2.665056 0.0 -0.1 0.1
H 6.513270 2.634994 2.180301 0.1 0.0 0.0
H 5.534527 1.170735 2.088691 0.0 0.0 0.0
H 5.715754 3.071904 4.465601 -0.1 0.0 0.1
H 4.277901 2.257778 3.794738 0.0 0.1 0.2
C 10.262760 2.902893 0.759601 0.0 -0.1 0.0
Br 9.218303 3.845566 2.072986 0.1 0.1 0.0
Br 11.039120 1.306477 1.495174 0.0 0.0 0.0
Br 9.229919 2.529915 -0.821766 0.0 0.0 0.0
H 11.073690 3.553878 0.467694 0.0 0.0 0.0
C 4.580393 -2.402041 6.577421 0.0 0.0 0.0
Cl 6.015117 -3.389642 6.302044 0.0 0.0 0.0
Cl 3.239494 -2.951323 5.555524 0.0 0.0 0.0
Cl 4.114971 -2.424720 8.276317 0.0 0.0 0.0
H 4.807728 -1.381797 6.299819 0.0 0.1 0.0
```
Positions in Å, forces in eV/Å.

Output
* HOMO level: -10.66 eV
* orbital gap: 7.464 eV
* charge: +1
* E_tot: -365088.7366 eV


C29H42CdN8OS2Se | ωB97M-V/def2-TZVPD

Geometry as XYZ:
```
84
Properties=species:S:1:pos:R:3:forces:R:3
Cd 0.031400 0.603900 -0.288800 0.1 -0.4 -0.7
N -3.204800 3.471100 -0.628000 -0.4 0.1 0.0
C -2.040400 2.838700 -0.254200 0.5 0.2 0.1
S -0.839800 2.728400 -1.494100 0.2 -0.1 -0.2
N -1.918900 2.494800 0.984300 -1.2 0.4 0.7
N -0.792400 1.829100 1.354200 0.3 0.2 0.6
C -0.488700 1.842500 2.604900 -0.6 0.5 -0.7
C 0.615600 1.165300 3.207800 0.6 -0.5 0.1
C 0.748800 1.286500 4.600300 -0.1 0.0 -0.2
C 1.746100 0.661800 5.307900 -0.1 0.1 0.3
C 2.654900 -0.138600 4.614100 0.0 0.0 0.1
C 2.571700 -0.267300 3.254400 0.1 -0.1 -0.1
C 1.581100 0.394100 2.474400 0.1 0.1 0.4
O 1.637600 0.294100 1.200000 0.1 -0.1 -0.4
H -3.350500 3.486000 -1.625900 0.0 -0.1 0.1
H -4.017700 3.246800 -0.073000 0.1 0.0 0.1
H -1.116400 2.430700 3.282500 -0.1 0.0 -0.1
H 0.018700 1.892400 5.124300 -0.1 0.1 0.0
H 1.820400 0.781900 6.381400 0.0 0.0 0.0
H 3.435200 -0.651800 5.161100 0.1 -0.1 0.0
H 3.285800 -0.879800 2.719300 0.0 0.0 -0.1
C 0.300700 -7.191300 2.341800 0.1 0.2 0.1
C 0.611000 -5.702200 2.216700 -0.1 -0.1 -0.2
C -0.293100 -4.963700 1.231200 0.0 0.0 0.3
C -1.766100 -4.944000 1.641500 0.3 -0.1 -0.7
N -1.949700 -4.250700 2.890700 0.0 0.6 0.5
C -1.576500 -2.953700 3.036100 0.7 0.0 0.1
Se -2.248400 -1.365500 0.879900 0.1 0.8 -0.6
N -1.886400 -2.619700 4.311900 0.1 -0.5 -0.5
C -1.622900 -1.312900 4.848700 0.0 0.6 0.4
C -2.874600 -0.510200 5.210100 0.1 0.0 -0.2
C -3.732900 -0.110500 4.011200 -0.1 -0.1 0.1
C -4.595600 -1.252800 3.489600 0.0 0.1 -0.1
C -2.422200 -3.687400 4.986900 -0.3 -0.8 0.0
C -2.860700 -3.863500 6.289400 0.0 0.1 0.0
C -3.386700 -5.096800 6.631000 -0.1 -0.1 0.2
C -3.454800 -6.137000 5.709500 -0.1 -0.1 0.1
C -2.987100 -5.987400 4.415800 0.0 0.0 -0.2
C -2.471800 -4.751300 4.056100 -0.3 0.1 0.8
H 1.062000 -7.686400 2.942900 0.0 -0.1 0.1
H 0.278600 -7.666800 1.362400 0.0 -0.1 -0.1
H -0.659400 -7.350900 2.825700 -0.1 -0.1 0.0
H 1.644100 -5.588600 1.881000 0.0 0.1 0.1
H 0.530700 -5.232500 3.199800 0.1 0.1 0.0
H -0.216900 -5.421900 0.243600 0.0 0.0 -0.1
H 0.037700 -3.926300 1.152400 -0.1 0.0 -0.1
H -2.159500 -5.959300 1.727900 -0.1 0.1 0.1
H -2.328000 -4.407600 0.867800 0.0 -0.1 0.1
H -1.054900 -0.773700 4.088100 0.0 -0.1 0.1
H -0.994000 -1.417600 5.741800 0.0 0.0 -0.1
H -2.532400 0.395100 5.715900 0.1 0.0 0.1
H -3.488600 -1.076600 5.915300 0.0 0.1 0.1
H -3.090100 0.245100 3.203100 0.0 0.2 0.0
H -4.383800 0.716800 4.311100 0.1 0.0 0.0
H -3.984700 -1.988000 2.971200 -0.1 -0.1 0.0
H -5.326100 -0.876900 2.775600 -0.1 0.0 -0.1
H -5.125600 -1.750200 4.303000 -0.1 0.0 0.1
H -2.800400 -3.068200 7.016200 0.0 0.1 0.0
H -3.759900 -5.253600 7.633600 0.0 0.0 0.1
H -3.885300 -7.081900 6.012400 0.0 -0.1 0.0
H -3.034400 -6.809400 3.714500 0.0 0.0 -0.1
C 1.397300 -1.161500 -5.150000 0.0 -0.1 -0.2
N 1.241800 -0.089000 -4.190300 0.0 -0.1 -0.1
C -0.134500 0.325000 -4.029800 -0.1 0.2 0.1
C 2.102000 0.005500 -3.129700 0.3 0.0 -0.2
N 1.700200 0.247800 -1.941000 0.1 0.0 0.6
N 3.452000 -0.162400 -3.490600 -0.2 -0.1 0.2
C 4.414300 -0.272200 -2.417100 0.0 -0.1 0.0
C 3.933600 0.649700 -4.590400 0.1 0.0 -0.1
H 0.741900 -2.002100 -4.893400 0.0 0.0 0.0
H 2.426400 -1.510500 -5.183200 0.0 0.0 0.0
H 1.102900 -0.806700 -6.141800 0.1 0.0 0.0
H -0.515900 0.610100 -5.011500 0.0 0.1 -0.1
H -0.173300 1.188500 -3.371400 -0.1 -0.1 -0.1
H -0.767000 -0.470700 -3.620100 0.1 0.1 0.0
H 2.448100 0.383800 -1.266600 0.2 0.1 -0.3
H 4.574200 0.674900 -1.879800 0.0 0.0 0.0
H 5.367800 -0.580500 -2.848700 0.0 0.0 0.0
H 4.092400 -1.035900 -1.710400 0.0 0.0 0.1
H 3.127600 0.817500 -5.297100 0.1 0.1 -0.1
H 4.753100 0.136000 -5.098600 0.0 0.0 0.0
H 4.304000 1.619900 -4.233200 0.0 0.0 0.0
S -1.067500 -2.331100 -1.853100 0.3 0.2 0.0
C -1.287900 -1.285700 -0.610300 -0.6 -1.0 -0.1
```
Positions in Å, forces in eV/Å.

Output
* 2S+1: 2
* HOMO level (alpha / beta): -3.61 / -3.99 eV
* orbital gap (alpha / beta): 6.165 / 6.112 eV
* charge: -1
* expectation value of S²: 0.7568
* E_tot: -136304.8857 eV